Record 1
Computed, not measured: an isolated molecule of C5H6O in a non-equilibrium geometry, with ωB97M-V with the def2-TZVPD basis set.

XYZ file:
```
12
C5H6O (ωB97M-V with the def2-TZVPD basis set)
O 1.3273 0.4046 2.0147
C 1.2956 0.1401 0.8847
C 1.1928 0.3420 -0.5853
C -0.1379 0.9261 -0.4356
C -1.2024 0.0789 -0.0232
C -1.1461 -1.2755 0.0802
H 1.3624 -0.5741 -1.1646
H 1.9698 1.0783 -0.8180
H -0.2310 2.0039 -0.4306
H -2.1065 0.5776 0.3271
H -1.9807 -1.8307 0.4985
H -0.3432 -1.8711 -0.3479
```

Values from the calculation:
Frontier orbital gap (spin up / spin down) in Eh: 0.2662 / 0.2662
LUMO (spin up / spin down) in Eh: 0.0116 / 0.0116
Energy above the lowest of the compared OMol25 structures with the same formula, charge and spin in kJ/mol: 319.4

---

Record 2
Computed, not measured: a cluster of 3 separate species, C28H72N6O4P in total, with ωB97M-V with the def2-TZVPD basis set.

XYZ file:
```
111
C28H72N6O4P (ωB97M-V with the def2-TZVPD basis set)
C 3.7581 2.1463 -0.1334
C 3.9409 1.2927 -1.4023
C 3.5904 -0.1995 -1.2311
C 2.4934 -0.6937 -2.1670
C 1.0802 -0.1914 -1.8752
C 0.6493 -0.2484 -0.4132
C -0.7913 0.2050 -0.2163
C -1.0511 1.7344 -0.2567
C 0.1588 2.6616 -0.0863
C 0.8947 3.0348 -1.3805
C 1.2567 4.5179 -1.5185
C 2.5469 4.7540 -2.3076
P 2.4726 4.0742 -4.1348
C 2.3988 5.8728 -4.8569
C 3.7399 6.5976 -4.7959
N 4.5066 6.4533 -6.0423
C 2.3986 3.2214 -5.8808
C 1.5350 1.9649 -6.0539
N 0.1150 2.2091 -5.8596
N 1.9200 0.8560 -5.1553
N 1.6628 1.5091 -7.4570
H 4.5780 2.8538 -0.0166
H 3.7476 1.5159 0.7549
H 2.8438 2.7341 -0.1800
H 3.3596 1.7225 -2.2190
H 4.9859 1.3676 -1.7030
H 4.4820 -0.7933 -1.4470
H 3.3503 -0.4082 -0.1869
H 2.4956 -1.7865 -2.1788
H 2.7560 -0.3698 -3.1761
H 0.3832 -0.8230 -2.4317
H 0.9605 0.8156 -2.2742
H 1.3462 0.2822 0.2376
H 0.7148 -1.3020 -0.1116
H -1.3737 -0.2609 -1.0134
H -1.1735 -0.1910 0.7258
H -1.7638 1.9739 0.5343
H -1.5526 1.9831 -1.1915
H 0.8700 2.2489 0.6307
H -0.2118 3.5873 0.3616
H 0.2865 2.7420 -2.2386
H 1.8192 2.4672 -1.4765
H 1.3849 4.9274 -0.5082
H 0.4272 5.0537 -1.9870
H 3.3519 4.1997 -1.8134
H 2.7703 5.8229 -2.2733
H 0.9868 4.0633 -4.0448
H 2.5755 2.7325 -3.5331
H 3.9577 4.1078 -4.1989
H 1.6652 6.4571 -4.2937
H 2.0589 5.9017 -5.8967
H 3.5752 7.6625 -4.5960
H 4.3206 6.2107 -3.9533
H 5.4322 6.0941 -5.8680
H 4.0314 5.8151 -6.6624
H 3.4337 2.9407 -6.1183
H 2.0753 3.9051 -6.6669
H -0.2741 2.5273 -6.7346
H -0.0180 2.9216 -5.1533
H 1.3827 0.9577 -4.3013
H 2.8783 1.0146 -4.8618
H 1.1746 0.6159 -7.4922
H 2.6395 1.2669 -7.5882
C 3.0674 -4.6404 2.1838
O 1.6780 -4.5661 1.9447
C 0.8798 -5.4369 2.7304
C 0.0514 -4.6699 3.7379
N 0.8770 -4.0896 4.7862
C 0.1851 -3.1439 5.6595
C -0.3900 -1.8757 5.0397
O 0.5817 -0.9535 4.5890
C 1.1237 -1.2266 3.3102
H 3.5587 -4.0717 1.3963
H 3.3477 -4.2080 3.1510
H 3.4218 -5.6753 2.1451
H 1.4993 -6.1892 3.2290
H 0.2007 -5.9561 2.0478
H -0.6633 -5.3598 4.2002
H -0.5237 -3.9180 3.1783
H 1.6698 -3.6237 4.3653
H 0.8937 -2.8370 6.4326
H -0.6260 -3.6783 6.1670
H -0.9525 -1.3577 5.8195
H -1.1067 -2.0891 4.2385
H 0.3916 -1.6994 2.6498
H 2.0148 -1.8591 3.3744
H 1.4253 -0.2776 2.8669
C -8.5698 -1.7825 3.2788
O -8.2567 -3.0111 3.9033
C -7.8488 -4.0443 3.0166
C -6.3807 -4.3709 3.1785
N -5.5385 -3.2820 2.7089
C -4.1177 -3.4229 3.0079
C -3.6804 -3.4937 4.4663
O -3.8361 -2.2874 5.1879
C -5.1286 -2.0512 5.7101
H -9.0419 -1.1510 4.0296
H -7.6801 -1.2676 2.9011
H -9.2697 -1.9259 2.4502
H -8.0715 -3.7719 1.9806
H -8.4326 -4.9352 3.2652
H -6.1569 -5.2656 2.5889
H -6.2128 -4.6189 4.2362
H -5.8727 -2.4098 3.0963
H -3.6046 -2.5721 2.5525
H -3.7502 -4.3212 2.4999
H -2.6079 -3.6980 4.4633
H -4.1533 -4.3241 5.0066
H -5.6236 -2.9820 6.0008
H -5.7659 -1.5130 5.0025
H -5.0134 -1.4249 6.5948
```

Values from the calculation:
Frontier orbital gap in Eh: 0.2072
LUMO in Eh: 0.0717
Total charge: -1
Energy above the lowest of the compared OMol25 structures with the same formula, charge and spin in kJ/mol: 0.0

---

Record 3
Computed, not measured: a cluster of 4 separate species, C22H31ClN7 in total in a non-equilibrium geometry, with ωB97M-V with the def2-TZVPD basis set.

XYZ file:
```
61
C22H31ClN7 (ωB97M-V with the def2-TZVPD basis set)
C 2.0125 1.5072 0.3728
C 0.6678 0.8687 0.0455
C -0.2914 1.6762 -0.8719
C 0.2500 3.0305 -1.3016
N -1.5915 1.8934 -0.1783
C -2.3930 0.8857 0.2253
N -2.0740 -0.3932 0.1399
N -3.6356 1.3378 0.5886
C -3.5951 2.8019 0.4959
N -3.1363 3.3704 1.7494
C -2.5163 2.9464 -0.5812
Cl -3.1619 2.5012 -2.2007
H 1.9063 2.3859 1.0075
H 2.5808 1.7794 -0.5133
H 2.6270 0.7909 0.9135
H 0.1562 0.6686 0.9859
H 0.8522 -0.1033 -0.4135
H -0.5052 1.1091 -1.7835
H 0.3011 3.7251 -0.4634
H 1.2458 2.9108 -1.7138
H -0.3655 3.4711 -2.0849
H -1.5059 -0.6971 -0.6341
H -2.3738 -1.1211 0.7878
H -4.0311 0.9476 1.4350
H -4.5433 3.2015 0.1345
H -3.7309 3.0763 2.5154
H -3.1680 4.3834 1.7305
H -2.0941 3.9343 -0.6951
N 5.3259 0.9125 0.9124
C 5.7054 1.0013 2.1860
C 6.5896 1.9593 2.6593
C 7.1133 2.8763 1.7626
C 6.7308 2.7943 0.4334
C 5.8392 1.7993 0.0617
H 5.2839 0.2671 2.8642
H 6.8604 1.9792 3.7060
H 7.8087 3.6371 2.0922
H 7.1165 3.4828 -0.3059
H 5.5265 1.7074 -0.9731
N -1.5357 -2.8906 1.4982
C -1.9336 -3.6204 2.5423
C -1.0637 -4.3328 3.3518
C 0.2911 -4.2954 3.0669
C 0.7201 -3.5469 1.9817
C -0.2267 -2.8646 1.2376
H -3.0001 -3.6431 2.7333
H -1.4479 -4.9063 4.1837
H 0.9993 -4.8413 3.6757
H 1.7661 -3.4889 1.7143
H 0.0877 -2.2721 0.3852
N -3.5939 -1.7102 -4.0632
C -3.1116 -2.0265 -2.8640
C -2.5402 -3.2502 -2.5527
C -2.4646 -4.2101 -3.5522
C -2.9631 -3.8986 -4.8051
C -3.5155 -2.6407 -5.0110
H -3.2057 -1.2518 -2.1089
H -2.1750 -3.4489 -1.5522
H -2.0304 -5.1816 -3.3556
H -2.9301 -4.6144 -5.6149
H -3.9137 -2.3702 -5.9821
```

Values from the calculation:
Frontier orbital gap in Eh: 0.3345
LUMO in Eh: -0.0895
Total charge: +1

---

Record 4
Computed, not measured: a structure of composition C38H33CsFN7O5 in a non-equilibrium geometry, with ωB97M-V with the def2-TZVPD basis set.

XYZ file:
```
85
C38H33CsFN7O5 (ωB97M-V with the def2-TZVPD basis set)
Cs -1.3845 -0.5215 -0.8613
O -2.1931 -5.6021 0.7786
C -2.1953 -4.3556 0.6127
N -2.5782 -3.6174 -0.4088
C -3.1687 -4.2237 -1.5177
C -3.8974 -5.4229 -1.4583
C -4.5194 -5.9766 -2.5687
C -4.4078 -5.3572 -3.8037
C -3.6948 -4.1704 -3.8884
C -3.1054 -3.5632 -2.7793
N -2.3718 -2.3832 -2.9468
C -2.9501 -1.2762 -3.3300
O -2.3590 -0.1968 -3.5826
C -4.4672 -1.1913 -3.3601
C -5.1874 -1.3380 -4.5478
C -6.5653 -1.3386 -4.5033
C -7.1954 -1.1981 -3.2720
C -6.3965 -1.0268 -2.1543
N -5.0687 -0.9914 -2.1903
C -1.6353 -3.5627 1.8050
C -1.1452 -4.2890 2.8954
C -0.6269 -3.6147 3.9831
C -0.6048 -2.2268 3.9633
C -1.1151 -1.5862 2.8450
N -1.6239 -2.2311 1.7982
H -3.9519 -5.9271 -0.5064
H -5.0725 -6.9058 -2.4656
H -4.8594 -5.7901 -4.6908
H -3.5697 -3.6796 -4.8477
H -4.6530 -1.4694 -5.4793
H -7.1459 -1.4751 -5.4092
H -8.2740 -1.2302 -3.1797
H -6.8449 -0.8989 -1.1733
H -1.1903 -5.3669 2.8353
H -0.2373 -4.1616 4.8364
H -0.1963 -1.6520 4.7858
H -1.0873 -0.5046 2.7673
C 5.7564 2.3684 2.8363
C 5.9410 1.8153 1.4279
C 7.0893 0.8140 1.4187
C 7.2987 0.2448 0.0292
C 6.0177 -0.3582 -0.4721
C 6.0326 -1.3968 -1.3807
C 4.8381 -1.9278 -1.8457
F 4.9000 -2.9454 -2.7361
C 3.6273 -1.4508 -1.4299
C 3.5908 -0.4040 -0.5038
C 2.2475 0.0956 -0.0815
O 1.2433 -0.4182 -0.5466
C 2.2923 1.2125 0.8360
C 3.4953 1.6784 1.2428
N 4.7211 1.1747 0.9152
C 4.7837 0.1388 -0.0123
C 1.0640 1.9330 1.4152
O 1.2945 3.1158 1.7970
O 0.0078 1.2927 1.4913
H 6.7293 2.6865 3.2134
H 5.3612 1.5959 3.4971
H 5.0907 3.2265 2.8752
H 6.2074 2.6463 0.7583
H 6.8588 0.0081 2.1224
H 7.9914 1.3182 1.7725
H 8.0887 -0.5095 0.0305
H 7.6239 1.0473 -0.6428
H 6.9719 -1.8008 -1.7371
H 2.6902 -1.8552 -1.7889
H 3.4767 2.5422 1.8879
N -2.4804 2.6423 -0.6792
C -2.0621 3.6049 -0.2037
N -1.6481 4.7709 0.3077
C -0.2126 5.1004 0.1234
C 0.1559 6.2152 1.0937
C 0.0505 5.7310 2.5460
C -1.1982 4.8462 2.7534
C -2.2047 5.0833 1.6451
H -0.0762 5.4237 -0.9103
H 0.4150 4.2235 0.3298
H -0.4922 7.0766 0.9030
H 1.1768 6.5395 0.8775
H 0.0544 6.5909 3.2203
H 0.9131 5.1013 2.7598
H -1.6848 5.0661 3.7080
H -0.8801 3.8021 2.7550
H -2.5138 6.1352 1.6343
H -3.1048 4.4811 1.7663
```

Values from the calculation:
Frontier orbital gap in Eh: 0.1642
LUMO in Eh: 0.1258
Total charge: -2
Energy above the lowest of the compared OMol25 structures with the same formula, charge and spin in kJ/mol: 47.9